Density functional theory data (wB97M-V/def2-TZVPD) for C27H68CuN5O11 as an isolated structure.

Summary:
E   -3810.77139 a.u.
ΔE to the lowest compared entry with this formula, charge and spin   0.00 kJ/mol
Net charge   +1
Expectation value of S²   0.76
Frontier orbital gap (spin up / spin down)   4.1411 / 3.7371 eV
2S+1   2

Each line ends with the Löwdin charge.
Atoms and positions in Å:
C1 -2.271 5.688 22.611  -0.092
H1 3.620 14.560 25.854  0.065
C2 7.168 1.635 28.602  -0.216
H2 -1.511 5.734 23.390  0.072
O1 10.899 5.508 25.500  -0.207
H3 7.143 1.432 29.673  0.111
O2 2.305 8.426 22.741  0.244
C3 -0.411 13.230 24.786  -0.075
C4 7.410 -2.056 27.743  -0.191
H4 8.675 0.225 28.622  0.114
O3 -0.263 2.978 16.635  -0.186
O4 15.586 4.278 29.547  -0.187
H5 5.248 -2.249 24.012  0.077
C5 2.656 8.604 23.886  -0.792
N1 1.656 13.139 21.243  0.037
H6 13.376 5.262 25.338  0.121
H7 13.582 3.492 25.378  0.123
H8 3.977 -2.875 25.006  0.077
H9 14.804 4.953 27.265  0.119
H10 5.103 11.498 29.546  0.090
O5 4.583 12.514 27.838  -0.220
H11 -1.090 12.481 19.460  0.075
C6 14.198 4.125 27.634  -0.197
H12 -1.476 13.135 24.998  0.084
H13 -1.623 12.964 22.070  0.122
H14 14.740 3.201 27.433  0.125
H15 6.376 14.242 26.721  0.140
H16 7.329 -3.220 25.945  0.103
H17 7.513 -1.584 25.548  0.108
H18 6.051 16.365 27.859  0.079
H19 3.387 12.126 29.516  0.088
H20 3.851 10.827 28.477  0.075
H21 7.852 2.480 28.523  0.120
O6 -0.243 13.706 23.420  -0.187
H22 7.047 -2.930 28.284  0.109
H23 7.910 0.577 26.982  0.117
C7 0.228 13.176 21.086  -0.448
C8 12.954 4.324 25.699  -0.239
H24 8.473 -2.216 27.921  0.104
H25 13.670 3.598 29.771  0.124
H26 0.960 5.625 18.248  0.118
H27 9.145 6.586 25.321  0.083
O7 3.306 9.652 24.324  0.220
H28 11.621 4.269 23.993  0.114
H29 15.928 3.904 31.603  0.081
C9 4.821 13.950 28.125  -0.147
C10 0.151 4.306 16.789  -0.213
H30 10.903 3.474 25.387  0.116
H31 -2.040 4.553 18.259  0.122
C11 -2.305 4.922 20.322  -0.205
H32 16.830 5.165 30.849  0.086
O8 -1.558 5.491 21.397  -0.230
H33 13.755 5.272 29.349  0.113
H34 0.036 14.206 20.783  0.138
C12 -1.447 4.966 19.074  -0.212
H35 1.885 12.173 21.429  0.062
C13 6.970 -2.233 26.235  -0.202
C14 0.725 4.560 18.255  -0.201
C15 11.538 4.306 25.080  -0.213
H36 -3.205 5.487 20.078  0.132
H37 -0.542 3.238 18.956  0.109
H38 0.659 12.185 19.136  0.077
C16 -0.119 12.250 19.897  -0.061
H39 -2.730 4.777 22.997  0.092
H40 5.416 3.742 28.179  0.072
H41 5.933 16.673 26.169  0.086
N2 -0.233 4.154 19.247  -0.050
H42 1.460 1.989 17.413  0.079
H43 0.824 4.629 15.996  0.123
H44 -0.030 12.223 24.958  0.066
C17 4.228 11.738 28.942  -0.137
H45 9.365 5.308 24.108  0.084
Cu1 1.109 4.884 22.535  0.843
C18 5.369 14.632 26.869  -0.457
C19 14.225 4.307 29.158  -0.232
H46 -0.795 4.831 16.651  0.111
H47 4.480 16.560 27.170  0.081
H48 3.936 14.469 28.493  0.123
C20 15.843 4.702 30.865  -0.117
H49 0.175 13.839 25.475  0.084
H50 -0.191 11.230 20.274  0.061
N3 12.817 4.248 27.117  -0.055
H51 -0.486 11.764 22.545  0.114
O9 2.411 7.662 24.655  0.208
O10 5.845 1.681 28.003  -0.180
C21 5.043 2.761 28.472  -0.124
N4 4.591 14.357 25.665  0.042
C22 9.528 5.579 25.152  -0.110
H52 4.032 2.657 28.076  0.080
H53 -2.557 3.903 20.615  0.130
H54 4.972 2.870 29.554  0.081
N5 6.828 -0.797 28.285  -0.042
C23 -0.577 12.832 22.348  -0.213
O11 5.515 -2.149 26.169  -0.179
H55 -2.980 6.513 22.543  0.104
H56 1.610 2.460 15.759  0.094
H57 1.586 3.953 18.534  0.102
C24 5.458 16.118 26.978  -0.079
C25 5.061 -2.792 24.938  -0.110
H58 -1.354 6.030 18.855  0.136
C26 0.879 2.143 16.503  -0.102
H59 5.542 13.951 28.943  0.122
H60 8.974 4.945 25.844  0.080
H61 4.419 13.364 25.610  0.051
H62 1.913 13.589 22.110  0.068
C27 7.764 0.346 28.037  -0.209
H63 3.272 9.549 25.278  0.141
H64 0.433 1.195 16.203  0.097
H65 5.370 -3.828 24.804  0.079
H66 6.859 -0.861 29.293  0.099
H67 12.467 5.171 27.328  0.104
H68 15.113 5.401 31.272  0.083

Density functional theory data (wB97M-V/def2-TZVPD) for C7H15OP in the gas phase.

Summary:
E   -692.24523 a.u.
ΔE to the lowest compared entry with this formula, charge and spin   79.65 kJ/mol
Frontier orbital gap   9.7023 eV

Each line ends with the Löwdin charge.
Atoms and positions in Å:
C1 -1.169 -2.220 1.842  -0.397
C2 -0.247 -0.019 0.294  -0.419
H1 -1.172 -1.329 2.568  0.099
H2 -2.993 -3.439 2.005  0.076
H3 3.050 2.137 -1.723  0.089
C3 -2.578 -2.595 1.434  -0.200
H4 2.427 2.822 -3.444  0.052
H5 2.014 -1.525 1.299  -0.041
H6 -0.054 0.459 1.254  0.086
H7 -0.220 2.595 -0.176  0.094
H8 1.417 2.377 0.130  0.096
H9 -3.237 -1.695 1.419  0.080
C4 2.236 2.550 -2.399  -0.025
C5 0.674 2.207 -0.590  -0.249
O1 1.426 -2.097 0.984  -0.308
C6 0.995 2.752 -1.948  -0.207
P1 -0.123 -1.831 0.283  0.942
C7 0.500 0.713 -0.839  -0.280
H10 -2.678 -2.892 0.457  0.008
H11 -0.734 -3.057 2.326  0.046
H12 1.567 0.201 -0.846  0.135
H13 0.176 3.218 -2.604  0.130
H14 -1.319 0.119 0.116  0.079
H15 0.042 0.550 -1.841  0.116

Density functional theory data (wB97M-V/def2-TZVPD) for C20H22N2O3Re as an isolated structure.

Summary:
E   -1188.13212 a.u.
ΔE to the lowest compared entry with this formula, charge and spin   94.63 kJ/mol
Net charge   +2
Expectation value of S²   3.78
Frontier orbital gap (spin up / spin down)   4.1713 / 3.9110 eV
2S+1   4

Each line ends with the Löwdin charge.
Atoms and positions in Å:
C1 -2.775 -2.786 0.059  -0.232
H1 -1.161 5.079 -3.045  0.140
C2 -5.377 -1.776 -0.246  -0.051
H2 1.785 -0.234 6.611  0.072
C3 -2.959 -1.456 -0.437  -0.070
H3 -1.246 2.867 0.668  0.134
H4 2.801 -0.925 1.105  0.032
C4 -0.829 4.264 -2.408  0.029
H5 3.824 -0.414 4.296  0.045
H6 3.582 0.318 -4.961  0.144
H7 4.305 -0.427 5.998  0.071
O1 -1.564 -3.364 0.224  0.079
C5 1.724 -1.134 1.112  -0.280
C6 -4.279 -0.981 -0.592  0.001
Re1 0.821 0.504 0.299  1.834
C7 2.220 0.128 5.673  -0.174
H8 -0.723 -2.999 -0.066  0.096
C8 3.094 0.326 -3.991  0.039
C9 -5.182 -3.060 0.253  -0.031
H9 4.110 -1.428 -3.221  0.140
H10 -2.086 4.789 -0.722  0.136
O2 -2.088 0.659 -1.244  -0.002
C10 0.121 3.359 -2.868  0.050
H11 1.913 2.069 -4.411  0.130
C11 2.739 -0.589 -1.806  -0.056
C12 3.389 -0.641 -3.031  0.024
H12 0.533 3.465 -3.865  0.126
C13 -0.888 3.049 -0.343  -0.083
H13 1.456 0.031 4.893  0.037
C14 -3.893 -3.562 0.397  0.016
H14 -6.380 -1.385 -0.351  0.115
H15 2.437 1.194 5.796  0.064
C15 -1.343 4.107 -1.122  0.021
C16 1.536 1.310 -2.431  -0.152
H16 1.483 -1.977 0.451  0.027
C17 2.160 1.306 -3.682  0.054
O3 -0.695 -0.732 -0.091  -0.171
H17 1.404 -1.366 2.128  0.040
H18 3.308 -1.736 5.351  0.065
C18 3.485 -0.656 5.309  -0.173
N1 1.832 0.358 -1.498  -0.049
C19 -1.834 -0.508 -0.708  -0.410
C20 0.537 2.316 -2.035  -0.193
H19 2.935 -1.318 -1.028  0.110
H20 -6.034 -3.670 0.529  0.124
H21 -4.471 0.023 -0.947  0.119
N2 0.029 2.172 -0.783  -0.118
H22 -3.755 -4.566 0.782  0.130

Density functional theory data (wB97M-V/def2-TZVPD) for a 5-piece molecular cluster, C22H47FN6O5 overall.

Summary:
E   -1671.09616 a.u.
Frontier orbital gap   9.5003 eV

Each line ends with the Löwdin charge.
Atoms and positions in Å:
C1 -5.445 -3.878 -1.304  -0.074
N1 6.723 -2.547 0.509  0.006
H1 -0.419 4.734 2.790  0.105
H2 -3.423 3.793 -6.281  0.081
H3 -5.343 -3.140 -3.293  0.139
C2 -1.329 1.047 2.993  -0.240
H4 -5.036 -3.577 -0.347  0.072
C3 -4.308 1.637 -4.498  -0.071
C4 1.930 -0.917 2.733  -0.115
H5 -0.020 0.664 1.432  0.127
C5 -2.542 3.445 -4.348  -0.562
H6 7.059 -4.594 0.817  0.069
H7 -4.099 0.594 -4.211  0.049
H8 7.674 -3.956 -0.712  0.083
H9 -1.828 4.064 5.273  0.104
N2 0.975 4.378 4.299  -0.012
H10 -0.677 5.671 4.283  0.102
N3 1.627 -0.516 -3.739  0.013
H11 -5.337 1.868 -4.216  0.083
O1 6.682 -0.924 2.054  0.024
C6 7.106 -3.138 2.860  -0.013
C7 -2.460 3.510 -5.855  -0.016
H12 -3.421 2.562 -2.803  0.135
C8 -0.380 4.720 3.866  -0.279
O2 -3.982 -1.201 -3.238  0.005
C9 2.595 -0.224 1.597  -0.219
C10 -3.723 -1.538 -0.859  -0.014
H13 -4.553 -1.339 -0.182  0.087
N4 -3.413 2.559 -3.810  0.013
H14 -3.367 3.103 3.923  0.106
H15 2.046 -3.085 -2.825  0.079
C11 -1.354 3.666 4.391  -0.207
O3 -1.847 4.157 -3.633  0.012
H16 0.471 -1.494 -2.278  0.072
H17 0.710 1.848 2.591  0.119
H18 -1.566 2.616 1.565  0.117
H19 6.533 -1.812 -0.154  0.139
H20 -3.010 1.823 2.016  0.112
H21 0.656 -3.092 -3.934  0.082
H22 5.937 -4.208 -0.493  0.082
H23 8.060 -3.632 2.675  0.084
H24 -0.776 2.820 4.726  0.087
H25 -1.259 1.000 4.071  0.142
H26 0.980 4.231 5.297  0.062
H27 -5.103 -4.888 -1.532  0.083
C12 0.721 -0.489 -2.602  -0.067
H28 6.314 -3.886 2.895  0.083
C13 -4.238 -1.869 -2.240  -0.527
H29 -3.128 -2.362 -0.465  0.087
C14 1.736 -2.958 -3.863  -0.014
N5 -0.582 -1.199 2.988  0.101
C15 0.113 0.968 2.462  -0.096
H30 2.590 -0.853 3.579  0.112
F1 1.918 -0.561 0.453  -0.040
H31 -0.868 -1.465 3.925  0.130
H32 3.605 -0.589 1.510  0.108
H33 2.225 -3.713 -4.471  0.078
H34 -2.153 2.547 -6.266  0.083
C16 6.857 -3.903 0.008  -0.076
C17 -2.450 3.310 3.404  -0.189
N6 -5.026 -2.965 -2.353  0.007
H35 1.602 5.151 4.130  0.062
C18 -1.701 -0.345 2.587  -0.414
H36 1.786 -1.945 2.453  0.114
H37 1.190 0.042 -1.775  0.067
C19 -2.084 2.215 2.415  -0.140
H38 -2.641 4.201 2.825  0.108
H39 7.154 -2.632 3.818  0.080
H40 -6.534 -3.890 -1.234  0.083
H41 -3.096 -0.654 -0.907  0.077
O4 -2.690 -0.751 2.061  0.126
C20 2.141 -1.594 -4.378  -0.560
H42 -0.188 0.029 -2.876  0.078
C21 0.579 -0.311 3.158  -0.321
C22 6.821 -2.107 1.791  -0.560
H43 0.733 0.027 4.177  0.136
H44 -4.204 1.741 -5.572  0.070
H45 -1.723 4.258 -6.127  0.079
O5 2.899 -1.464 -5.328  0.021
H46 2.647 0.843 1.731  0.117
H47 1.929 0.366 -4.124  0.140

Density functional theory data (wB97M-V/def2-TZVPD) for a 10-piece molecular cluster, C24H52F3N4O17 overall.

Summary:
E   -2742.38115 a.u.
Net charge   +3
Frontier orbital gap   5.0110 eV

Each line ends with the Löwdin charge.
Atoms and positions in Å:
H1 4.061 -3.254 -1.502  0.157
O1 -4.175 -6.601 -0.315  0.132
H2 3.762 -1.730 -4.598  0.167
H3 -0.221 -3.993 -2.438  0.094
O2 -7.046 3.276 -1.133  0.079
H4 -0.666 -4.769 -3.880  0.144
H5 3.112 -0.575 2.578  0.078
C1 3.148 0.968 5.436  -0.056
N1 -0.974 -0.999 -4.251  0.309
H6 2.774 1.626 8.440  0.085
O3 2.443 1.780 -1.253  0.158
O4 2.502 3.543 -2.612  0.100
H7 2.389 -2.996 -1.548  0.078
C2 5.362 0.452 5.132  -0.596
H8 2.079 -2.018 2.755  0.086
H9 0.320 1.853 0.405  0.057
H10 -4.088 3.130 -0.610  0.143
O5 -0.231 4.935 3.168  0.075
H11 -5.587 2.494 -2.256  0.129
O6 0.773 -2.027 -2.106  -0.313
C3 -1.152 4.406 2.237  -0.067
C4 -0.522 2.116 1.055  -0.034
H12 -3.678 -4.106 1.461  0.154
H13 3.257 -0.718 -3.372  0.143
H14 -3.705 0.906 0.411  0.048
H15 0.184 -5.569 -2.656  0.149
C5 3.050 2.477 -4.503  -0.101
O7 4.239 0.711 4.498  0.040
H16 -0.025 4.173 0.442  0.148
C6 -4.706 -5.836 0.743  -0.046
H17 4.547 1.689 8.493  0.093
O8 -2.625 -6.352 -1.914  0.115
C7 -5.027 -3.357 -0.095  -0.003
C8 2.602 -1.381 2.044  -0.048
F1 -1.586 -0.855 0.477  0.155
C9 3.679 1.777 7.847  -0.001
H18 2.982 -4.257 -0.638  0.166
H19 -1.831 -0.563 -3.897  0.158
H20 3.485 -1.869 1.616  0.072
O9 -7.558 4.818 0.414  0.206
H21 -0.407 -1.367 -3.438  0.076
H22 -1.377 -5.097 -2.319  0.091
O10 6.449 0.345 4.648  0.154
H23 -6.502 1.333 -1.306  0.136
H24 -1.958 3.766 2.584  0.129
H25 3.872 2.405 -5.219  0.141
O11 -3.071 -4.728 -0.424  0.035
H26 -1.285 -1.834 -4.746  0.149
O12 1.106 3.650 1.998  0.071
N2 2.957 -1.221 -4.216  0.330
H27 3.490 2.755 7.406  0.085
C10 -3.312 -5.904 -1.022  -0.544
H28 3.187 -4.322 -2.309  0.142
H29 -4.633 -6.081 1.800  0.149
C11 1.741 -0.759 0.943  -0.231
C12 -4.107 -4.409 0.507  -0.282
H30 2.476 -0.112 0.457  0.113
H31 -5.975 -3.148 0.404  0.102
H32 -5.770 -5.801 0.495  0.144
O13 5.167 0.415 6.477  0.078
H33 2.277 0.339 5.273  0.126
C13 -4.498 1.564 0.785  -0.025
O14 1.906 4.890 3.732  0.178
H34 0.433 -0.336 -1.245  0.148
H35 -1.462 5.232 1.601  0.135
H36 2.169 2.326 -5.134  0.128
C14 1.048 4.589 2.965  -0.567
F2 -2.088 -1.589 -1.425  0.097
C15 -1.135 -1.716 -0.450  -0.520
H37 2.346 -1.983 -3.896  0.105
H38 -4.586 -2.368 -0.209  0.071
H39 -0.582 1.441 1.906  0.092
H40 2.404 4.590 -4.322  0.165
H41 2.474 -0.728 -4.962  0.148
N3 -0.532 -4.883 -2.883  0.309
C16 3.763 0.654 6.790  -0.284
C17 -4.971 2.614 -0.229  -0.291
C18 3.101 3.871 -3.895  -0.276
C19 2.612 2.235 -2.347  -0.575
N4 3.149 -3.716 -1.490  0.313
H42 -0.368 -0.374 -4.772  0.141
H43 4.407 5.471 -3.287  0.105
C20 -6.023 2.313 -1.268  -0.115
O15 1.326 -1.706 -0.033  -0.109
C21 0.299 -1.380 -0.935  -0.387
H44 4.809 4.730 -4.741  0.103
H45 3.036 2.025 5.200  0.136
H46 5.177 3.797 -3.244  0.103
C22 -0.192 3.563 1.329  -0.282
O16 3.167 1.580 -3.380  0.020
H47 -5.324 -3.793 -1.053  0.100
H48 -1.403 2.013 0.419  0.070
H49 -5.170 0.820 1.218  0.087
H50 0.961 -0.231 1.488  0.110
C23 -6.857 3.957 0.022  -0.531
O17 -5.602 3.677 0.536  0.057
H51 -4.087 2.086 1.650  0.081
H52 3.381 -0.290 7.174  0.147
C24 4.481 4.479 -3.727  0.007
F3 -1.241 -2.955 0.038  0.162

Density functional theory data (wB97M-V/def2-TZVPD) for a 2-piece molecular cluster, C4H11NO2 overall.

Summary:
E   -363.90242 a.u.
ΔE to the lowest compared entry with this formula, charge and spin   68.17 kJ/mol
Net charge   +1
Expectation value of S²   0.78
Frontier orbital gap (spin up / spin down)   12.3223 / 7.0618 eV
2S+1   2

Each line ends with the Löwdin charge.
Atoms and positions in Å:
H1 -1.466 -0.802 -1.684  0.141
H2 0.101 -1.441 -1.180  0.176
H3 -1.700 -2.041 0.606  0.127
H4 -2.027 -0.302 0.717  0.121
C1 -0.233 1.372 -2.118  -0.191
N1 -0.157 0.598 -0.950  0.227
C2 -1.278 -1.050 0.453  -0.189
C3 -0.197 -0.924 1.572  -0.089
H5 -0.423 -1.460 2.489  0.087
H6 1.862 1.025 1.692  0.047
C4 -0.701 -0.745 -0.905  -0.130
H7 0.696 0.906 -0.457  0.124
O1 2.253 1.113 0.811  -0.054
O2 -1.021 1.198 -3.005  0.219
H8 0.526 2.168 -2.112  0.171
H9 0.783 -1.249 1.214  0.078
H10 3.109 1.493 1.055  0.074
H11 -0.127 0.142 1.801  0.061

Question: Among the records above, which one has the highest E?
Answer: C4H11NO2

Question: Look up the E of the sixth one.
Answer: -363.90242 a.u.

Question: Look up the E of the second one.
Answer: -692.24523 a.u.